[1]
Density functional theory data (ωB97M-V with the def2-TZVPD basis set) for a 12-piece molecular cluster, C30H66O12 overall at a distorted geometry.

The geometry in XYZ format:
```
108
Properties=species:S:1:pos:R:3:forces:R:3
C 5.908302 7.109771 1.670069 -0.7 -0.1 0.6
C 4.407382 6.804851 1.733209 -0.2 -2.9 1.4
C 3.439392 7.602561 0.887909 0.2 -0.5 0.3
O 4.013062 5.827421 2.423139 0.9 2.9 -1.8
H 6.125262 8.094671 2.083609 -0.1 0.2 -0.2
H 6.276142 7.070651 0.644759 0.0 0.0 0.0
H 6.420842 6.401041 2.320519 0.0 -0.1 -0.3
H 3.951912 8.267971 0.193189 -0.2 0.1 0.2
H 2.751582 8.104401 1.568489 0.1 0.3 -0.1
H 2.829022 6.888341 0.335239 0.0 0.0 -0.1
C -0.073918 1.647061 0.156159 -0.9 0.5 -0.5
C -1.577948 1.773441 -0.289451 0.7 -0.7 -0.4
C -2.624008 1.548391 0.794349 1.1 0.4 0.4
O -1.876458 1.948161 -1.451201 0.2 0.1 0.7
H 0.554072 2.250401 -0.499361 -0.1 0.0 0.0
H 0.230822 0.607191 0.038249 -0.1 -0.1 0.0
H 0.102802 1.935691 1.192279 -0.2 0.0 0.0
H -3.299128 0.714211 0.603459 0.0 0.2 -0.2
H -3.149158 2.490951 0.948879 -0.3 -0.1 -0.1
H -2.049748 1.367211 1.702919 -0.4 -0.2 0.2
C 9.103462 1.213391 -2.274811 0.1 0.7 0.1
C 8.785372 1.890271 -0.922061 2.6 -0.2 0.3
C 7.501212 1.520631 -0.250581 -0.2 0.3 0.9
O 9.663482 2.555121 -0.358421 -1.9 -0.9 -1.0
H 9.981082 1.670731 -2.731661 -0.2 0.4 0.1
H 8.251522 1.281191 -2.951361 0.0 -0.1 0.0
H 9.409822 0.170251 -2.196831 -0.4 -0.2 0.5
H 7.429502 2.021271 0.714979 -0.1 0.5 -0.2
H 7.539762 0.479451 0.069659 0.0 -0.3 -0.6
H 6.606282 1.706961 -0.844271 0.1 -0.1 -0.1
C 1.749692 1.460751 6.419169 -0.3 0.1 0.1
C 3.228192 1.043611 6.520009 0.1 -1.1 0.5
C 4.204902 1.917251 7.386569 -1.2 -0.5 -1.1
O 3.576822 -0.021099 6.020639 -0.2 1.7 0.6
H 1.288132 1.759001 7.360509 0.5 0.0 0.4
H 1.116052 0.649951 6.059729 0.4 -0.2 -0.2
H 1.556882 2.318321 5.774569 0.4 0.1 -0.2
H 4.339922 2.863401 6.862499 0.3 0.0 -0.1
H 5.143342 1.381211 7.528349 -0.1 0.2 0.0
H 3.719482 2.197951 8.321269 0.1 -0.3 0.1
C 2.639602 -5.604929 1.464269 0.7 -0.4 1.3
C 3.186112 -7.050559 1.591369 0.5 0.1 0.4
C 2.933792 -7.970489 0.423629 0.5 -0.5 0.0
O 3.837992 -7.461189 2.544579 -1.0 1.0 -1.0
H 2.912992 -5.057369 2.366239 -0.1 -0.2 0.2
H 1.550852 -5.605409 1.412019 0.1 0.0 -0.4
H 3.114802 -5.028989 0.670179 -0.3 -0.4 -0.4
H 3.444392 -8.907609 0.645429 -0.2 -0.1 0.0
H 3.404682 -7.589649 -0.482641 -0.2 0.3 -0.1
H 1.880542 -8.167859 0.224089 0.0 0.2 0.0
C -11.462718 0.656611 3.774409 0.4 -0.5 0.5
C -10.585078 1.866111 4.120069 -1.2 0.3 1.0
C -9.711548 2.467701 3.081289 0.0 -0.3 -0.1
O -10.671348 2.346121 5.236359 0.2 -0.4 -0.5
H -12.226028 0.573741 4.548099 -0.2 0.2 -0.2
H -10.871778 -0.249689 3.906789 0.4 -0.1 0.1
H -11.866138 0.515731 2.771659 0.0 0.7 0.0
H -10.351848 2.606171 2.210119 0.4 0.1 -0.3
H -8.940128 1.728301 2.866149 0.1 0.1 -0.4
H -9.254698 3.395921 3.424519 -0.2 -0.1 0.0
C 5.875252 4.819401 -6.490491 -0.5 0.5 0.5
C 4.525182 4.568171 -5.755621 0.1 1.6 1.3
C 3.748732 3.319901 -6.095281 -0.5 -0.2 0.0
O 4.119592 5.366491 -4.895001 0.9 -1.7 -1.9
H 5.728272 5.206391 -7.498821 -0.4 -0.3 -0.2
H 6.530922 3.950551 -6.547881 -0.3 -0.2 0.0
H 6.416432 5.631701 -6.005321 -0.1 -0.2 0.4
H 4.207032 2.432951 -5.657801 0.4 0.0 -0.1
H 3.642952 3.154391 -7.167441 0.3 0.1 -0.1
H 2.739402 3.334621 -5.684011 0.1 0.4 0.1
C 6.548352 -5.210999 -5.715611 -0.1 0.4 -0.1
C 6.180282 -3.862679 -5.077321 0.8 0.6 -0.1
C 5.380232 -3.871469 -3.802051 0.0 -0.7 -0.4
O 6.514992 -2.805929 -5.576991 -0.1 -0.7 0.0
H 7.585032 -5.199459 -6.052111 0.1 0.1 0.4
H 6.016592 -5.350699 -6.656801 -0.4 0.1 0.1
H 6.341102 -6.064379 -5.069931 0.1 0.1 0.0
H 4.417222 -4.226509 -4.169011 -0.5 0.2 0.4
H 5.325802 -2.897359 -3.316001 0.0 -0.2 -0.2
H 5.729462 -4.656249 -3.131041 0.1 0.1 0.1
C -8.473048 0.809741 -2.923911 0.4 0.5 0.0
C -9.432948 -0.346959 -2.807201 0.0 0.1 0.4
C -9.093118 -1.528679 -3.664221 -0.1 0.2 -0.5
O -10.366648 -0.315699 -2.042021 0.0 -0.1 -0.1
H -8.348048 1.388851 -2.008971 -0.5 -0.1 0.1
H -8.872908 1.473651 -3.690361 0.0 0.1 -0.1
H -7.462048 0.547761 -3.235921 -0.1 -0.3 -0.2
H -9.843378 -2.319269 -3.677961 0.3 0.0 0.6
H -8.095318 -1.794579 -3.315241 -0.1 -0.7 0.0
H -8.962148 -1.245619 -4.708651 0.1 0.3 0.0
C -4.296948 -1.849049 6.251709 1.0 0.1 1.3
O -5.632868 -2.266719 6.278349 -0.3 0.0 -0.7
H -4.165748 -0.778619 6.410019 -0.3 0.3 -0.5
H -3.832888 -2.259649 7.148459 0.2 -0.3 -0.1
H -3.727478 -2.184049 5.384779 -0.1 0.0 -0.1
H -5.929348 -2.173119 5.370089 -0.5 -0.1 0.1
C -8.920788 -4.853609 1.175979 0.3 0.0 -0.2
O -7.959348 -3.893629 1.639859 -0.6 -0.3 0.0
H -9.955668 -4.546769 1.327549 0.3 0.4 0.2
H -8.771258 -4.975439 0.103179 -0.2 -0.3 -0.1
H -8.774808 -5.804649 1.688159 -0.1 -0.1 0.0
H -7.126378 -4.308219 1.403459 0.3 0.3 0.2
C -1.657688 -3.057389 -3.703791 0.6 -0.6 0.3
O -1.289078 -4.316279 -3.074991 -0.3 0.9 -0.2
H -2.207648 -3.249669 -4.625031 -0.3 0.2 0.2
H -2.202748 -2.448319 -2.982641 -0.3 -0.4 -0.1
H -0.780598 -2.463749 -3.961461 0.2 -0.1 -0.1
H -0.911528 -4.875809 -3.757611 0.0 0.0 0.0
```
Positions in Å, forces in eV/Å.

Computed properties:
Max |F| in eV Å⁻¹: 3.5
E_LUMO in eV: -0.0423
Structure (SMILES): CC(C)=O.CC(C)=O.CC(C)=O.CC(C)=O.CC(C)=O.CC(C)=O.CC(C)=O.CC(C)=O.CC(C)=O.CO.CO.CO
Multiplicity: 1
Kohn-Sham gap in Ha: 0.347
E in eV: -56746.1906
Highest occupied orbital energy in eV: -9.471
ΔE to the lowest compared entry with this formula, charge and spin in kcal/mol: 66.3

[2]
Density functional theory data (ωB97M-V with the def2-TZVPD basis set) for a 2-piece molecular cluster, C5H15NO overall at a distorted geometry.

The geometry in XYZ format:
```
22
Properties=species:S:1:pos:R:3:forces:R:3
C -0.777030 1.347437 0.476225 -1.0 0.2 0.2
C 0.540073 0.622423 0.387296 0.6 -0.2 -1.4
N 0.978190 0.533407 -1.044695 0.1 -0.2 0.8
C 2.223746 1.233000 -1.313958 -0.3 0.9 -0.6
C 0.968683 -0.817090 -1.592737 -0.4 0.0 0.0
C 0.459107 -0.879813 -3.033494 0.1 0.6 0.6
H -1.394502 1.105037 1.346070 0.3 -0.1 0.2
H -0.702939 2.434472 0.457420 0.3 0.0 0.0
H -1.391525 1.087612 -0.382413 0.0 -0.1 -0.1
H 1.344627 1.139054 0.903128 -0.1 0.0 0.5
H 0.474497 -0.403422 0.756753 -0.1 0.1 0.3
H 2.864996 0.690549 -2.012095 0.0 -0.1 0.1
H 2.794653 1.502191 -0.429006 0.2 -0.4 0.4
H 2.025637 2.212165 -1.772661 0.0 -0.1 -0.2
H 0.294705 -1.443119 -1.008415 -0.1 0.1 0.2
H 1.957316 -1.280777 -1.500701 0.2 -0.1 -0.1
H -0.580353 -0.568651 -3.067148 -0.2 0.0 0.1
H 1.000699 -0.174324 -3.666727 0.2 -0.3 -0.2
H 0.509599 -1.904721 -3.370068 0.2 -0.2 -0.5
O -3.733936 -1.690981 5.077310 -0.2 0.3 0.1
H -3.987409 -0.948475 5.644346 0.1 -0.3 -0.2
H -2.933747 -2.047734 5.467766 0.1 0.0 0.1
```
Positions in Å, forces in eV/Å.

Computed properties:
Max |F| in eV Å⁻¹: 1.6
E_LUMO in eV: 0.9328
Structure (SMILES): CCN(C)CC.O
Multiplicity: 1
Kohn-Sham gap in Ha: 0.335
E in eV: -8965.0353
Highest occupied orbital energy in eV: -8.173
ΔE to the lowest compared entry with this formula, charge and spin in kcal/mol: 30.5

[3]
Density functional theory data (ωB97M-V with the def2-TZVPD basis set) for C20H19F25N2O7S3 as an isolated structure.

The geometry in XYZ format:
```
76
Properties=species:S:1:pos:R:3:forces:R:3
O -0.597974 -0.183055 3.732723 0.0 0.2 -0.3
S -0.582856 0.270195 2.388645 0.1 0.2 0.4
O -0.853498 1.634242 2.074914 0.0 -0.2 0.0
O -1.484703 -0.666629 1.503735 -0.2 -0.5 -0.3
C -0.860397 -0.947922 0.204651 -0.1 0.7 0.6
C -1.703075 -0.287153 -0.867123 0.0 -0.3 -0.2
C -3.052815 -0.959589 -1.085756 0.0 0.2 0.3
S -4.105917 -0.010265 -2.226809 0.2 0.0 -0.2
C -4.404072 1.321137 -1.140743 -0.3 -0.3 0.1
N -5.117079 1.270633 -0.071631 -0.1 0.0 0.1
N -5.034689 2.526116 0.514290 -0.2 -0.1 0.2
C -4.292428 3.221569 -0.258725 0.1 0.4 0.1
O -3.846624 2.539362 -1.326176 0.3 0.1 -0.4
C 0.524309 -0.259730 0.311396 -0.1 -0.3 -0.9
C 1.653739 -0.961557 -0.438473 0.0 0.2 -0.1
C 2.434734 -0.026993 -1.376030 0.0 -0.2 0.2
C 3.577013 0.699039 -0.684783 0.4 -0.3 0.3
F 3.393655 0.826147 0.658676 -0.1 0.1 -0.4
F 4.711918 -0.072208 -0.841109 -0.3 0.2 0.2
C 4.041243 2.081722 -1.228557 0.4 0.0 -0.3
F 4.386315 1.929195 -2.526858 -0.2 0.0 0.4
F 5.133205 2.446069 -0.539968 -0.3 -0.1 -0.4
S 2.833360 3.550968 -1.144393 0.1 0.3 0.2
F 2.159193 3.139617 -2.527410 0.1 -0.1 0.2
F 1.748164 2.679920 -0.366373 0.0 0.1 -0.1
F 3.446858 4.013394 0.239182 -0.2 -0.1 -0.1
F 3.902409 4.428093 -1.929803 -0.1 0.0 0.1
F 1.857829 4.788533 -1.091371 0.1 -0.1 0.0
O 0.789183 -0.166982 1.710152 0.1 0.2 0.1
H -0.813378 -2.034215 0.132344 0.1 0.0 0.0
H -1.139430 -0.258883 -1.806594 0.0 0.0 0.0
H -1.856572 0.746826 -0.546917 0.0 0.0 -0.1
H -3.601564 -1.007502 -0.144008 0.0 -0.2 -0.1
H -2.953678 -1.964793 -1.497530 0.0 0.1 -0.1
H -3.989742 4.249034 -0.145361 0.0 0.0 0.0
H 0.391318 0.734122 -0.125169 0.1 0.2 0.4
H 1.214043 -1.729768 -1.078120 0.0 -0.1 0.1
H 2.322031 -1.444152 0.274648 -0.1 -0.1 0.0
H 2.902554 -0.642588 -2.144406 0.0 0.2 -0.1
H 1.748264 0.646249 -1.880137 0.1 0.1 0.1
C -0.563503 -1.687781 6.683449 0.1 0.4 -0.2
C -1.248137 -2.926099 6.085109 0.2 -0.1 0.1
C -2.714574 -3.170390 6.451010 0.0 0.0 -0.1
F -2.851794 -3.385939 7.774700 0.0 0.0 0.0
F -3.144656 -4.274359 5.797143 0.0 0.0 0.0
F -0.520246 -4.032855 6.352304 0.0 0.0 0.0
F -1.248324 -2.754662 4.734240 0.0 0.0 -0.1
O 0.264439 -1.919293 7.808896 -0.1 -0.5 0.0
C -0.207066 -1.884389 9.085007 0.1 0.2 0.0
C 0.022099 -3.218212 9.809098 0.0 0.0 0.0
F -0.632622 -4.212222 9.180732 0.0 0.0 0.0
F -0.460393 -3.116648 11.068384 0.0 0.0 0.0
F -1.495060 -1.506706 9.154397 0.0 0.0 0.0
F 0.517531 -0.961751 9.766541 0.0 0.1 0.0
H 0.122889 -1.345786 5.911998 0.0 0.0 0.0
H -1.271569 -0.876071 6.849746 -0.1 -0.1 0.1
H -3.331866 -2.319597 6.151525 0.0 0.0 0.0
H 1.088990 -3.445286 9.842685 0.0 0.0 0.0
C 1.352107 1.752458 -6.187019 0.3 0.4 0.0
C 1.179645 0.640299 -5.143966 -0.3 0.0 -0.1
C 1.884519 -0.695456 -5.390606 0.0 0.0 0.1
F 1.403477 -1.298086 -6.489477 0.0 0.0 0.0
F 1.642945 -1.502128 -4.323214 0.0 0.0 0.0
F -0.127721 0.426993 -4.893526 0.0 0.0 0.0
F 1.740640 1.118034 -3.988484 0.0 0.0 -0.3
O 0.294931 1.926906 -7.103477 -0.3 -0.4 0.2
C 0.249080 1.266661 -8.299164 0.1 0.2 -0.1
C -1.025588 0.420038 -8.419754 0.0 0.0 0.0
F -1.057720 -0.507407 -7.442596 0.0 0.0 0.0
F -1.013823 -0.211855 -9.612229 0.0 0.0 0.0
F 1.350535 0.527855 -8.519233 0.0 0.0 0.0
F 0.183805 2.195669 -9.278656 0.1 0.0 -0.1
H 1.358133 2.672344 -5.603797 0.0 0.0 0.0
H 2.321529 1.683140 -6.681799 0.0 -0.2 0.0
H 2.964066 -0.554260 -5.486868 0.0 0.0 0.0
H -1.907543 1.058642 -8.348124 0.0 0.0 0.0
```
Positions in Å, forces in eV/Å.

Computed properties:
Max |F| in eV Å⁻¹: 0.9
E_LUMO in eV: -0.0026
Multiplicity: 1
Kohn-Sham gap in Ha: 0.362
E in eV: -138801.1293
Highest occupied orbital energy in eV: -9.859

[4]
Density functional theory data (ωB97M-V with the def2-TZVPD basis set) for C6H12MnN2OP as an isolated structure at a distorted geometry.

The geometry in XYZ format:
```
23
Properties=species:S:1:pos:R:3:forces:R:3
C 0.412138 -1.500037 -2.244309 -0.9 0.3 0.3
C -0.433891 -2.642080 -2.059642 -0.2 1.6 0.3
C -1.770188 -2.214960 -2.290268 0.6 0.2 -0.8
C -1.766678 -0.872011 -2.764029 0.5 -0.2 0.9
C -0.428319 -0.390132 -2.677389 0.1 -1.0 0.6
Mn 1.262354 1.067478 -0.017835 -0.3 -0.7 -0.3
P 3.543934 1.550673 0.246182 -0.7 -0.2 -0.2
H 1.479447 -1.458982 -2.017804 -0.1 0.0 -0.4
H -0.130226 -3.629545 -1.741592 0.0 0.0 0.0
H -2.651821 -2.843184 -2.207741 0.1 0.0 -0.1
H -0.108554 0.628092 -2.874794 0.1 -0.1 -0.3
H -2.642590 -0.315575 -3.111565 0.4 -0.2 0.2
H 4.124716 2.584739 -0.568849 0.3 -0.5 0.6
H 4.351277 0.394042 0.009821 0.0 0.8 0.1
H 3.885397 1.933265 1.579210 0.2 -0.1 -0.7
N -2.041122 1.655606 2.570301 0.4 0.0 -0.1
C -0.866613 0.995958 2.408640 0.2 -0.1 -0.3
N -0.477384 0.211736 3.446645 0.0 0.3 -0.3
O -0.192325 1.099876 1.362168 -0.6 0.1 0.9
H -2.543356 1.586978 3.441471 0.0 0.1 -0.3
H -2.355842 2.287098 1.845235 0.1 -0.3 0.2
H 0.401740 -0.287027 3.395009 -0.4 0.1 0.0
H -1.052092 0.157994 4.271136 0.3 -0.2 -0.1
```
Positions in Å, forces in eV/Å.

Computed properties:
Max |F| in eV Å⁻¹: 1.6
E_LUMO (alpha / beta) in eV: -0.2410 / -0.4621
Multiplicity: 5
Kohn-Sham gap (alpha / beta) in Ha: 0.190 / 0.181
E in eV: -52049.2814
Highest occupied orbital energy (alpha / beta) in eV: -5.403 / -5.392
ΔE to the lowest compared entry with this formula, charge and spin in kcal/mol: 26.6